Molecular formula: C25H38P2Pb
Method: DFT, the ωB97M-V functional and the def2-TZVPD basis

The geometry in XYZ format:
```
66
Properties=species:S:1:pos:R:3:mulliken_charge:R:1
P -0.23 -2.57 0.05 0.496
P -0.46 1.72 0.36 0.681
C -0.83 -1.00 -0.78 -0.738
C 0.01 0.28 -0.73 0.839
H -1.83 -0.77 -0.37 0.469
H -1.01 -1.25 -1.84 0.068
H 1.10 0.09 -0.90 1.026
H -0.22 0.83 -1.63 -2.343
C -2.06 2.21 -0.38 -1.346
H -2.60 2.69 0.45 0.406
H -2.65 1.33 -0.69 0.313
H -1.99 2.93 -1.22 0.446
C 0.71 3.01 -0.24 -1.396
H 0.43 3.48 -1.20 0.338
H 1.75 2.65 -0.29 0.324
H 0.66 3.78 0.55 0.440
C -1.30 -3.95 -0.53 -1.338
H -1.17 -4.74 0.22 0.372
H -1.09 -4.38 -1.52 0.390
H -2.34 -3.61 -0.50 0.369
C 1.44 -2.99 -0.65 -1.409
H 1.99 -2.10 -1.01 0.407
H 1.41 -3.73 -1.46 0.410
H 2.01 -3.43 0.18 0.423
Pb 1.56 -0.40 1.30 0.768
C 0.98 1.16 -3.62 -0.282
C -0.37 1.21 -3.59 -0.068
C -1.28 0.41 -4.47 -1.211
C -0.80 -1.03 -4.82 -0.915
C -0.03 -1.78 -3.78 -0.313
C 1.30 -1.69 -3.62 -0.096
C 2.19 -0.90 -4.53 -1.259
C 1.69 0.55 -4.77 -0.877
C 0.53 -2.11 2.61 -1.415
H 1.61 1.68 -2.89 0.444
H -0.93 1.97 -3.02 0.591
H -1.42 0.94 -5.43 0.413
H -2.28 0.37 -3.99 0.315
H -1.72 -1.59 -5.04 0.395
H -0.23 -0.98 -5.76 0.428
H -0.58 -2.62 -3.33 0.512
H 1.85 -2.36 -2.97 0.661
H 2.26 -1.37 -5.52 0.330
H 3.20 -0.88 -4.10 0.339
H 2.57 1.15 -5.03 0.493
H 1.04 0.55 -5.65 0.314
H 0.73 -1.56 3.54 0.384
H 0.99 -3.10 2.72 0.365
H -0.56 -2.20 2.56 0.393
C 1.08 1.97 7.11 -0.601
C 2.04 1.51 6.18 -0.583
C 1.69 1.19 4.88 -0.543
C 0.34 1.21 4.45 0.188
C -0.13 0.74 3.21 0.063
C -1.48 0.62 2.94 0.239
C -2.44 1.15 3.85 -0.953
C -2.03 1.69 5.05 -0.926
C -0.66 1.68 5.41 1.060
C -0.24 2.04 6.71 -0.685
H 1.37 2.23 8.13 0.363
H 3.07 1.43 6.51 0.362
H 2.47 0.88 4.17 0.134
H -1.85 0.17 2.00 0.472
H -3.48 1.16 3.56 0.413
H -2.76 2.06 5.78 0.301
H -1.01 2.38 7.40 0.341
```

Calculated values
* LUMO: -0.00202 Eh
* strongest force on any atom: 3.87 eV Å⁻¹
* total energy: -1850.66355 Ha
* HOMO level: -6.54 eV
* ΔE to the lowest compared entry with this formula, charge and spin: 93.8 kcal per mole
* orbital gap: 6.48 eV

Molecular formula: C25H39AsN2O3P2S3ScSe2
Method: DFT, the ωB97M-V functional and the def2-TZVPD basis

The geometry in XYZ format:
```
78
Properties=species:S:1:pos:R:3:mulliken_charge:R:1
Sc 0.04 0.57 -0.83 0.116
Se -2.59 1.21 -0.28 -0.643
P -2.83 -0.95 -0.25 1.086
Se -1.13 -1.87 -1.22 -0.505
C -4.36 -1.40 -1.10 0.631
C -4.35 -1.65 -2.46 -0.531
C -5.54 -1.93 -3.12 -0.673
C -6.73 -1.96 -2.41 -0.464
C -6.74 -1.70 -1.05 -0.662
C -5.56 -1.42 -0.39 -0.419
C -2.99 -1.58 1.44 0.735
C -2.92 -0.75 2.55 -0.463
C -3.01 -1.30 3.82 -0.615
C -3.18 -2.67 3.98 -0.481
C -3.26 -3.49 2.87 -0.682
C -3.17 -2.96 1.60 -0.541
H -3.41 -1.63 -3.01 0.335
H -5.53 -2.14 -4.18 0.407
H -7.66 -2.19 -2.93 0.392
H -7.68 -1.73 -0.50 0.403
H -5.57 -1.22 0.68 0.401
H -2.78 0.31 2.42 0.298
H -2.95 -0.66 4.69 0.429
H -3.25 -3.09 4.98 0.398
H -3.40 -4.56 2.99 0.436
H -3.22 -3.60 0.73 0.413
C 2.23 0.22 -5.99 -0.879
N 2.49 1.19 -4.94 0.180
C 3.50 2.13 -4.92 -0.235
C 3.39 2.81 -3.76 -0.639
N 2.31 2.28 -3.10 0.632
C 1.76 1.29 -3.81 -0.316
S 0.43 0.29 -3.41 -0.209
H 2.98 0.35 -6.77 0.324
H 1.24 0.36 -6.41 0.336
H 2.30 -0.79 -5.59 0.340
H 4.21 2.22 -5.73 0.440
H 3.99 3.60 -3.36 0.455
H 1.92 2.56 -2.20 0.100
C -0.64 3.89 1.53 -0.858
As -0.16 4.04 -0.31 0.618
C -1.64 4.65 -1.33 -0.949
C 1.25 5.33 -0.44 -1.167
O 0.44 2.61 -0.98 -0.103
H -0.94 4.88 1.88 0.464
H 0.22 3.53 2.10 0.310
H -1.46 3.18 1.63 0.136
H -1.96 5.63 -0.97 0.419
H -2.46 3.94 -1.25 0.237
H -1.34 4.73 -2.37 0.329
H 0.93 6.28 -0.01 0.422
H 1.51 5.47 -1.49 0.373
H 2.12 4.95 0.11 0.362
C 4.56 -0.34 3.91 -1.167
C 4.57 0.38 2.58 0.491
C 5.32 -0.36 1.50 -1.219
O 3.19 0.70 2.19 -0.465
P 2.16 -0.19 1.41 1.326
S 0.32 0.52 1.75 -0.676
S 2.46 -0.25 -0.57 -0.469
O 2.37 -1.62 2.05 0.033
C 1.56 -2.77 1.61 1.237
C 2.54 -3.88 1.30 -1.627
C 0.57 -3.10 2.70 -1.068
H 5.58 -0.42 4.29 0.449
H 4.14 -1.34 3.81 0.135
H 3.97 0.22 4.64 0.330
H 5.00 1.37 2.70 0.368
H 4.91 -1.36 1.35 0.196
H 6.36 -0.47 1.80 0.478
H 5.28 0.17 0.55 0.294
H 1.03 -2.47 0.70 -0.443
H 3.11 -4.14 2.19 0.321
H 3.22 -3.58 0.51 0.330
H 1.99 -4.76 0.97 0.456
H 1.10 -3.35 3.63 0.331
H -0.03 -3.96 2.40 0.450
H -0.10 -2.26 2.89 -0.014
```

Calculated values
* LUMO: -0.07310 Eh
* net charge: +1
* strongest force on any atom: 0.12 eV Å⁻¹
* total energy: -10988.08453 Ha
* HOMO level: -10.44 eV
* ΔE to the lowest compared entry with this formula, charge and spin: 0.0 kcal per mole
* orbital gap: 8.45 eV

Molecular formula: C25H39BBaN5O3S2
Method: DFT, the ωB97M-V functional and the def2-TZVPD basis

The geometry in XYZ format:
```
76
Properties=species:S:1:pos:R:3:mulliken_charge:R:1
Ba 0.64 -0.44 -0.59 2.054
C -3.12 0.75 2.44 -1.399
C -1.87 1.10 1.68 1.040
N -1.85 1.51 0.48 0.232
N -3.10 1.71 -0.12 -1.090
C -3.51 0.82 -0.95 0.396
N -4.78 1.04 -1.51 -0.522
S -2.72 -0.65 -1.46 -0.517
C -0.56 1.08 2.39 -0.469
C 0.19 2.25 2.48 -0.251
C 1.40 2.22 3.15 -0.237
C 1.83 1.02 3.68 -0.416
C 1.02 -0.10 3.54 -0.392
N -0.16 -0.07 2.93 -0.168
H -3.52 -0.21 2.09 0.233
H -3.87 1.50 2.24 0.386
H -2.92 0.67 3.51 0.434
H -5.03 2.02 -1.47 0.247
H -4.87 0.62 -2.42 0.229
H -0.18 3.15 2.02 0.371
H 2.01 3.11 3.24 0.413
H 2.78 0.93 4.20 0.380
H 1.33 -1.06 3.93 0.373
C 3.56 4.90 -1.03 -1.986
C 3.59 3.39 -1.22 1.609
C 4.10 3.06 -2.61 -2.078
O 2.24 2.91 -1.15 -1.163
B 2.12 1.76 -0.34 -0.053
O 3.40 1.56 0.26 -0.239
C 4.32 2.61 -0.08 2.231
C 4.55 3.43 1.18 -2.097
C 5.63 1.96 -0.49 -1.852
H 3.00 5.34 -1.86 0.462
H 4.57 5.32 -1.03 0.332
H 3.06 5.18 -0.11 0.329
H 3.44 3.53 -3.34 0.540
H 4.08 1.99 -2.80 0.268
H 5.12 3.43 -2.78 0.317
H 3.60 3.84 1.55 0.187
H 5.25 4.26 1.02 0.359
H 4.95 2.78 1.96 0.514
H 5.49 1.27 -1.32 0.199
H 6.02 1.38 0.35 0.498
H 6.38 2.70 -0.77 0.359
C -1.15 -4.49 1.29 -1.143
S -1.32 -2.95 0.39 0.679
C -1.24 -3.65 -1.25 -0.943
O 0.05 -2.30 0.58 -0.658
H -1.97 -5.16 1.03 0.408
H -1.19 -4.25 2.34 0.363
H -0.18 -4.93 1.04 0.279
H -2.05 -4.37 -1.36 0.431
H -0.26 -4.11 -1.37 0.277
H -1.38 -2.85 -1.97 0.264
C 5.33 -4.11 -0.77 -0.968
N 4.52 -3.16 -0.04 0.131
C 3.20 -3.70 0.24 -0.898
C 4.47 -1.84 -0.68 -1.304
C 3.92 -1.81 -2.10 0.866
C 4.83 -1.93 -3.15 -0.362
C 4.40 -1.96 -4.47 -0.643
C 3.05 -1.87 -4.73 -0.644
C 2.15 -1.74 -3.67 -0.580
C 2.53 -1.69 -2.32 0.032
H 5.42 -5.03 -0.19 0.372
H 6.33 -3.70 -0.92 0.290
H 4.91 -4.37 -1.76 0.310
H 3.31 -4.64 0.80 0.424
H 2.61 -3.91 -0.67 0.254
H 2.63 -3.00 0.85 0.150
H 5.49 -1.45 -0.67 0.400
H 3.87 -1.19 -0.04 -0.167
H 5.90 -1.99 -2.93 0.318
H 5.12 -2.04 -5.28 0.371
H 2.69 -1.90 -5.76 0.353
H 1.09 -1.66 -3.94 0.277
```

Calculated values
* LUMO: 0.07743 Eh
* net charge: -1
* strongest force on any atom: 3.28 eV Å⁻¹
* total energy: -2322.27083 Ha
* HOMO level: -3.16 eV
* ΔE to the lowest compared entry with this formula, charge and spin: 65.8 kcal per mole
* orbital gap: 5.27 eV